1.
Density functional theory data (the ωB97M-V functional and the def2-TZVPD basis) for 2 unconnected molecules or ions with the total composition C4H13NO3.

Results
* F_max: 0.1051 hartree/bohr
* energy relative to the best compared isomer or geometry (same formula, charge and spin): 84.15 kcal/mol
* HOMO-LUMO gap (spin up / spin down): 2.627 / 9.469 eV
* expectation value of S²: 0.75
* spin multiplicity: 2
* net charge: -1

Cartesian coordinates (Å):
C: -1.199 -0.856 0.295
C: -1.818 -0.150 1.662
C: -1.561 -0.997 2.919
O: -1.451 1.144 1.790
N: -1.274 0.030 -0.891
C: -0.114 0.751 -1.049
O: 0.469 0.929 0.283
H: -1.968 -1.716 0.190
H: -0.116 -1.202 0.679
H: -2.895 0.046 1.376
H: -2.517 -1.293 3.265
H: -1.198 -0.380 3.729
H: -1.051 -1.947 2.674
H: -0.726 1.574 1.332
H: -2.067 0.737 -0.604
H: 0.637 0.163 -1.750
H: -0.135 1.742 -1.408
H: 1.372 0.732 0.548
H: 6.056 -1.414 -3.878
H: 4.634 -0.676 -4.454
O: 5.613 -0.706 -4.376

2.
Density functional theory data (the ωB97M-V functional and the def2-TZVPD basis) for C21H21N3O3S in the gas phase.

Results
* F_max: 0.0159 hartree/bohr
* energy relative to the best compared isomer or geometry (same formula, charge and spin): 19.34 kcal/mol
* HOMO-LUMO gap: 8.659 eV

Cartesian coordinates (Å):
O: 1.026 1.638 1.486
C: 0.472 2.169 0.549
C: -0.871 2.874 0.735
S: -1.870 1.899 1.890
C: -1.781 0.361 1.050
N: -1.164 0.354 -0.079
C: -1.028 -0.839 -0.733
C: -0.284 -0.900 -1.917
C: -0.145 -2.098 -2.578
C: -0.747 -3.258 -2.090
C: -1.483 -3.213 -0.929
C: -1.630 -2.008 -0.239
C: -2.383 -1.959 1.007
O: -2.983 -2.895 1.497
N: -2.393 -0.703 1.626
C: -2.957 -0.617 2.959
C: -1.875 -0.761 4.032
C: -1.173 -2.116 3.964
O: -0.317 -2.128 2.840
N: 1.008 2.253 -0.694
C: 0.398 2.936 -1.831
C: 1.418 2.834 -2.978
C: 2.420 1.847 -2.455
C: 3.482 1.256 -3.101
C: 4.279 0.363 -2.395
C: 4.005 0.080 -1.068
C: 2.938 0.672 -0.407
C: 2.148 1.559 -1.117
H: -0.724 3.841 1.218
H: -1.441 2.989 -0.182
H: 0.188 -0.006 -2.288
H: 0.438 -2.141 -3.486
H: -0.630 -4.189 -2.624
H: -1.958 -4.094 -0.523
H: -3.678 -1.435 3.043
H: -3.472 0.341 3.065
H: -1.123 0.019 3.902
H: -2.340 -0.644 5.011
H: -0.588 -2.268 4.883
H: -1.919 -2.918 3.885
H: 0.084 -2.998 2.758
H: -0.538 2.434 -2.100
H: 0.182 3.976 -1.575
H: 1.897 3.796 -3.175
H: 0.955 2.496 -3.906
H: 3.689 1.481 -4.136
H: 5.115 -0.111 -2.886
H: 4.631 -0.618 -0.532
H: 2.723 0.448 0.624

3.
Density functional theory data (the ωB97M-V functional and the def2-TZVPD basis) for 2 unconnected molecules or ions with the total composition C3H10N3O.

Results
* F_max: 0.0152 hartree/bohr
* energy relative to the best compared isomer or geometry (same formula, charge and spin): 43.75 kcal/mol
* HOMO-LUMO gap (spin up / spin down): 3.763 / 7.889 eV
* expectation value of S²: 0.75
* spin multiplicity: 2

Cartesian coordinates (Å):
C: -1.236 1.672 -0.639
C: -2.409 2.284 -1.086
N: -1.330 0.928 0.612
H: -0.244 1.663 -1.038
H: -2.420 2.965 -1.924
H: -3.340 2.132 -0.561
H: -1.550 1.531 1.427
H: -2.080 0.232 0.545
H: -0.436 0.412 0.767
N: 2.443 -1.658 -0.303
C: 1.320 -1.148 0.262
N: 0.291 -2.105 0.470
O: 1.238 0.037 0.543
H: 2.365 -2.619 -0.587
H: 2.937 -1.038 -0.923
H: -0.024 -2.165 1.427
H: -0.499 -1.968 -0.143